A cluster of 2 separate species, CHClNO2P in total in a non-equilibrium geometry, computed with the ωB97M-V functional and the def2-TZVPD basis.

HOMO-LUMO gap: 7.603 eV
largest force on an atom: 5.680 eV/A
HOMO energy: -8.878 eV
electronic energy: -1045.4016 hartree

Geometry as ORCA input:
```
! RIJCOSX wB97M-V def2-TZVPD def2/J DEFGRID3
* xyz 0 1
C 0.54081 0.77170 -1.66970
N -0.92935 -1.21622 1.91548
O 1.38949 -0.00905 -1.72638
O -0.79016 0.15723 -0.16413
P 0.10441 -0.48035 1.03122
Cl 0.21317 2.19788 -2.21895
H -0.52838 -1.42119 2.83247
*
```